Entry from OMol25: a cluster of 8 separate species, C31H50O25S2 in total (wB97M-V/def2-TZVPD).

```
108
C31H50O25S2 wB97M-V/def2-TZVPD
C 4.358 -1.033 -4.129
C 5.757 -1.539 -3.442
S 6.991 -0.187 -3.050
C 6.264 1.527 -3.235
O 6.189 2.185 -1.896
S 4.505 2.288 -1.559
O 4.388 1.758 -0.080
O 4.026 3.948 -1.626
C 3.239 4.181 -2.866
C 1.815 4.884 -2.384
C 0.586 4.488 -3.421
C -0.466 3.422 -2.688
C -1.198 2.600 -3.937
C -2.454 1.655 -3.439
O -2.299 1.164 -2.052
C -2.338 -0.332 -2.131
H 3.618 -1.970 -4.102
H 4.458 -0.758 -5.276
H 3.798 -0.180 -3.538
H 5.537 -2.142 -2.463
H 6.276 -2.287 -4.206
H 5.265 1.588 -3.842
H 7.064 2.169 -3.846
H 3.040 3.169 -3.461
H 3.813 4.937 -3.551
H 1.934 6.053 -2.436
H 1.479 4.488 -1.323
H 0.997 3.918 -4.385
H -0.015 5.444 -3.797
H -1.276 3.998 -2.042
H 0.115 2.661 -1.987
H -1.609 3.424 -4.685
H -0.345 1.984 -4.489
H -2.535 0.777 -4.241
H -3.449 2.298 -3.567
H -3.243 -0.690 -2.793
H -1.291 -0.702 -2.522
H -2.528 -0.768 -1.039
C 2.662 0.790 3.564
C 2.821 0.578 2.093
O 2.288 -0.717 1.892
C 1.426 -0.956 2.923
O 0.663 -1.907 2.976
O 1.528 0.007 3.884
H 2.493 1.840 3.817
H 3.520 0.420 4.135
H 2.242 1.295 1.502
H 3.867 0.620 1.778
C 5.847 -3.274 5.731
C 4.704 -3.240 4.768
O 4.399 -1.861 4.674
C 5.530 -1.180 5.021
O 5.678 0.023 4.888
O 6.475 -2.021 5.534
H 6.541 -4.093 5.523
H 5.515 -3.344 6.772
H 4.982 -3.609 3.776
H 3.840 -3.804 5.128
C 7.006 1.466 8.162
C 7.140 0.040 7.735
O 7.015 -0.676 8.949
C 6.326 0.124 9.813
O 5.894 -0.241 10.894
O 6.183 1.386 9.311
H 6.539 2.089 7.394
H 7.966 1.910 8.445
H 6.337 -0.270 7.057
H 8.104 -0.163 7.261
C -4.936 1.576 1.860
C -3.635 0.849 1.743
O -4.002 -0.379 1.144
C -5.173 -0.161 0.476
O -5.687 -0.957 -0.291
O -5.693 1.064 0.780
H -4.816 2.659 1.771
H -5.458 1.352 2.796
H -2.925 1.364 1.088
H -3.164 0.681 2.715
C -8.379 -1.468 -2.907
C -7.079 -2.195 -3.024
O -7.446 -3.423 -3.623
C -8.617 -3.205 -4.291
O -9.131 -4.001 -5.059
O -9.137 -1.980 -3.987
H -8.260 -0.384 -2.996
H -8.902 -1.692 -1.971
H -6.369 -1.680 -3.679
H -6.608 -2.363 -2.052
C -9.118 -7.211 -4.204
C -9.939 -7.833 -5.286
O -8.973 -8.451 -6.114
C -7.872 -8.677 -5.339
O -6.913 -9.347 -5.683
O -7.986 -8.057 -4.128
H -9.644 -7.181 -3.246
H -8.786 -6.199 -4.460
H -10.621 -8.600 -4.904
H -10.516 -7.093 -5.848
C 0.332 5.241 1.928
C 0.733 3.837 2.248
O -0.491 3.130 2.199
C -1.334 3.850 1.402
O -2.415 3.449 1.005
O -0.808 5.074 1.107
H 1.116 5.787 1.397
H 0.046 5.807 2.820
H 1.415 3.417 1.501
H 1.193 3.751 3.236
```

Computed properties:
LUMO level (eV): 0.079
E_tot (hartree): -3888.3923

Here are the Mulliken charges for atoms 1 to 6, given in e:
1 C -0.840
2 C -0.346
3 S -0.102
4 C -0.398
5 O -0.303
6 S 0.787

Entry from OMol25: a structure of composition C19H31AlN4SSb (wB97M-V/def2-TZVPD).

```
57
C19H31AlN4SSb wB97M-V/def2-TZVPD
Al -0.004 0.425 0.083
C -1.577 2.869 0.006
C -0.298 3.282 -0.710
N 0.521 2.071 -0.965
C 1.976 2.385 -0.987
C 2.572 2.366 0.471
S 1.610 1.368 1.661
C 0.455 2.515 2.527
C -1.002 2.100 2.393
N -1.349 1.752 1.011
H -2.042 3.708 0.471
H -2.321 2.459 -0.722
H -0.557 3.845 -1.669
H 0.237 3.895 -0.049
H 0.309 1.803 -1.942
H 2.544 1.666 -1.590
H 2.039 3.400 -1.393
H 3.570 1.906 0.446
H 2.710 3.369 0.864
H 0.730 2.478 3.584
H 0.681 3.510 2.085
H -1.094 1.251 3.043
H -1.720 2.867 2.794
H -2.225 1.238 1.029
C -1.040 -2.023 3.514
C -2.013 -2.866 2.996
C -2.380 -2.680 1.655
C -1.635 -1.812 0.886
N -0.648 -1.015 1.404
C -0.383 -1.126 2.733
C -2.007 -1.481 -0.546
C -2.904 -2.263 -1.265
C -3.157 -1.990 -2.620
C -2.493 -0.916 -3.159
C -1.669 -0.142 -2.393
N -1.391 -0.392 -1.101
H -0.730 -2.044 4.581
H -2.484 -3.558 3.651
H -3.165 -3.297 1.244
H 0.404 -0.502 3.147
H -3.412 -3.104 -0.778
H -3.762 -2.595 -3.250
H -2.606 -0.592 -4.192
H -1.115 0.659 -2.803
C 3.092 -0.960 -2.838
Sb 2.070 -1.156 -0.984
C 3.436 -1.766 0.484
C 0.994 -2.910 -1.375
H 3.691 -1.867 -2.947
H 3.779 -0.085 -2.903
H 2.368 -0.922 -3.650
H 4.147 -2.546 0.136
H 2.846 -2.108 1.306
H 3.937 -0.872 0.796
H 1.659 -3.677 -1.788
H 0.172 -2.722 -1.987
H 0.633 -3.196 -0.393
```

Computed properties:
LUMO level (eV): -9.798
Relative energy (zero: lowest compared OMol25 entry of this formula, charge and spin) (kJ/mol): 30.2
Charge: +3
E_tot (hartree): -1841.6652

Here are the natural (NBO) charges for atoms 1 to 6, given in e:
1 Al 1.508
2 C -0.237
3 C -0.246
4 N -0.761
5 C -0.236
6 C -0.545

Number 1: HOMO -9.44 eV. Number 2: HOMO -18.10 eV.